A structure of composition C8H12N2O3PbS at a distorted geometry, computed with wB97M-V/def2-TZVPD.

Element x y z (Å)
H  -0.460  2.105  1.465
C  -1.244  1.432  1.847
C  -0.008  3.073  -4.293
C  -2.105  -2.237  -3.643
H  -1.124  1.267  2.937
H  3.205  0.322  0.906
H  -2.591  -0.226  -0.404
N  -1.187  0.145  1.143
O  -3.087  -2.547  -4.129
O  -0.024  4.196  -4.513
H  1.543  1.628  2.622
C  -0.031  -0.476  0.886
C  1.416  0.534  2.582
C  2.368  -0.228  0.445
H  2.264  0.064  -0.607
S  -0.073  -2.129  0.327
Pb  -0.036  -1.410  -2.079
H  -2.550  -1.461  0.880
C  2.026  -2.253  -3.650
C  -2.465  -0.389  0.676
N  1.154  0.160  1.176
H  -3.256  0.151  1.209
H  2.346  0.067  2.946
H  0.587  0.232  3.236
H  -2.245  1.854  1.658
O  3.013  -2.562  -4.132
H  2.564  -1.313  0.508

Properties
Calculated total energy = -33677.9527 eV
ΔE to the lowest compared entry with this formula, charge and spin = 0.0 kcal/mol
Frontier orbital gap = 7.26 eV
Molar mass = 423.5 g mol⁻¹
Total charge = +2
Highest occupied orbital energy = -16.5 eV

=====

The ion C2H6N3OS with charge +1 at a distorted geometry, computed with wB97M-V/def2-TZVPD.

Element x y z (Å)
N  -1.749  0.425  -0.143
C  -0.780  1.293  0.198
H  -1.011  -1.464  -0.944
H  0.453  0.933  -1.689
O  0.333  -2.155  1.006
H  -2.774  0.605  -0.120
N  -1.023  -0.412  -0.925
N  1.389  -0.147  -0.066
H  -0.900  2.354  0.448
C  0.230  0.494  -0.637
H  2.282  0.430  0.037
S  1.097  -0.987  1.425
H  2.454  -1.370  1.410

Properties
Calculated total energy = -19512.6963 eV
ΔE to the lowest compared entry with this formula, charge and spin = 127.4 kcal/mol
Frontier orbital gap = 8.22 eV
Molar mass = 120.2 g mol⁻¹
Total charge = +1
Highest occupied orbital energy = -13.7 eV

=====

A cluster of 2 separate species, C5H7NO in total, computed with wB97M-V/def2-TZVPD.

Element x y z (Å)
H  1.129  0.038  3.097
H  -1.913  1.179  -1.757
H  1.728  1.191  1.801
N  -0.356  -1.613  -2.148
H  0.183  -1.933  -1.336
H  -1.143  -0.159  1.908
C  -0.969  0.850  -2.174
O  1.249  -1.592  0.388
C  -0.636  -0.423  -2.129
C  0.819  -0.671  1.030
H  -0.557  0.984  0.580
C  -0.304  0.225  1.324
C  1.080  0.349  2.053
H  -0.310  1.575  -2.637

Properties
Calculated total energy = -8832.8679 eV
ΔE to the lowest compared entry with this formula, charge and spin = 76.9 kcal/mol
Frontier orbital gap = 9.65 eV
Molar mass = 97.1 g mol⁻¹
Total charge = 0
Highest occupied orbital energy = -8.9 eV
SMILES = O=C1CC1.C=C=N

=====

The ion C12H12O2P with charge -1 at a distorted geometry, computed with wB97M-V/def2-TZVPD.

Element x y z (Å)
C  -0.927  -0.505  0.100
C  2.058  1.378  1.191
C  2.331  2.100  -0.094
O  1.771  -2.604  -1.141
C  -1.632  0.658  0.550
C  0.549  -0.336  0.105
C  0.958  0.561  -1.437
H  1.408  -0.260  -1.939
H  1.913  2.409  -2.177
H  3.322  -1.435  0.356
C  1.143  0.381  1.269
H  -0.977  1.454  0.805
C  -2.965  -1.588  -0.437
H  -3.588  1.550  0.974
C  -3.694  -0.418  -0.049
H  -4.722  -0.570  0.052
O  2.757  -1.806  1.024
H  2.417  1.669  2.235
C  1.756  1.793  -1.288
H  -1.021  -2.564  -0.341
C  -2.970  0.714  0.432
C  -1.571  -1.628  -0.346
H  -3.566  -2.440  -0.766
H  2.876  3.029  0.216
H  1.041  -0.128  2.226
P  1.358  -2.186  0.242
H  -0.021  0.771  -1.761

Properties
Calculated total energy = -26022.1282 eV
ΔE to the lowest compared entry with this formula, charge and spin = 30.0 kcal/mol
Frontier orbital gap = 6.45 eV
Molar mass = 219.2 g mol⁻¹
Total charge = -1
Highest occupied orbital energy = -3.0 eV
SMILES = [O-]P(O)[C@@]1(c2ccccc2)C=CC=CC1

=====

A cluster of 9 separate species, C32H48ClO20 in total at a distorted geometry, computed with wB97M-V/def2-TZVPD.

Element x y z (Å)
H  1.001  -2.616  2.721
H  1.769  -4.081  -3.712
O  2.848  -8.351  -0.856
O  3.302  -1.486  4.797
H  -6.520  1.271  1.234
H  -4.822  0.975  2.773
O  1.029  -7.590  0.158
O  -1.449  3.109  -2.454
C  -1.635  0.669  4.021
C  3.566  2.105  1.893
H  0.011  -6.664  1.605
O  0.969  -1.700  -0.002
C  -2.115  2.848  3.151
C  1.053  3.048  -5.029
C  2.781  -6.034  0.011
O  -0.666  -0.035  0.467
O  4.792  2.686  -0.125
C  1.511  4.463  -5.315
H  0.459  -2.220  4.397
H  1.453  4.032  -2.374
H  2.991  -1.567  -3.753
C  2.185  3.911  -3.166
H  1.727  -0.517  2.359
O  1.466  5.081  -6.335
H  -2.594  2.380  -3.973
C  -3.343  2.927  -1.080
C  -4.104  -0.475  1.236
H  2.749  -5.454  -0.912
C  0.212  -3.130  -4.824
H  1.295  4.470  1.406
H  3.004  -2.649  -5.100
C  -5.118  0.074  2.224
H  -4.194  3.549  -1.371
H  1.043  2.777  0.821
H  0.992  -2.833  -2.825
C  1.268  -2.157  3.669
O  -4.674  -1.741  -0.736
H  -0.270  2.368  4.024
H  3.738  -6.076  0.519
H  -0.244  -6.015  -0.064
O  0.372  -2.110  -5.690
H  -1.822  3.880  3.300
H  4.415  2.088  2.570
H  1.838  -0.591  -6.012
C  1.592  -0.681  3.425
H  -3.093  0.900  -1.390
H  3.260  -3.036  3.460
H  -0.004  2.835  -4.885
H  2.958  2.232  -4.390
C  1.364  -3.073  -3.825
H  3.216  4.053  -2.849
C  -2.161  2.011  -3.043
H  -1.955  -0.137  3.360
H  0.910  -0.468  -4.620
C  2.029  2.583  -3.949
C  2.624  -2.635  4.251
C  2.463  2.975  2.503
C  -4.996  -0.998  0.144
H  2.918  3.836  3.007
H  -1.003  0.228  4.793
O  2.925  0.733  4.821
C  1.398  -1.230  -5.246
H  1.430  -4.425  0.696
H  -2.705  2.642  2.259
O  -0.709  -3.886  -4.860
C  0.484  -6.364  0.669
H  -7.303  -0.027  2.078
H  1.626  1.834  -3.266
O  2.808  3.625  0.296
H  2.481  -3.380  5.031
O  2.089  4.925  -4.196
C  -2.036  3.646  -1.395
C  -0.964  1.851  3.361
C  3.808  2.807  0.565
H  1.241  2.510  -5.967
O  -6.243  -0.507  0.248
C  -6.433  0.204  1.471
C  1.684  -5.465  0.907
C  1.742  3.489  1.266
O  -0.408  -0.801  -1.757
C  2.292  -7.447  -0.318
C  2.698  -0.360  4.375
H  -4.277  1.555  -2.539
H  -5.199  -0.569  3.110
O  -3.365  1.018  5.779
Cl  0.248  -0.533  -0.523
C  2.329  -2.114  -4.423
H  -3.493  -1.266  1.669
H  -3.345  0.206  0.840
O  1.244  0.476  -0.740
H  -1.561  1.115  -3.164
H  1.981  -5.497  1.957
H  3.213  1.081  1.765
H  -0.407  1.462  2.509
O  -2.980  2.551  4.295
C  -2.786  1.302  4.762
H  0.767  -0.020  3.673
O  -1.627  4.617  -0.818
H  1.797  2.590  3.269
C  -3.320  1.734  -2.059
H  -3.511  2.674  -0.038

Properties
Calculated total energy = -87431.6598 eV
ΔE to the lowest compared entry with this formula, charge and spin = 5.4 kcal/mol
Frontier orbital gap = 9.85 eV
Molar mass = 788.2 g mol⁻¹
Total charge = -1
Highest occupied orbital energy = -7.8 eV

=====

A structure of composition C13H31N2Na3O7 at a distorted geometry, computed with wB97M-V/def2-TZVPD.

Element x y z (Å)
O  4.970  -0.066  17.893
O  0.504  5.946  14.794
O  0.392  8.124  15.161
C  4.556  -0.266  19.212
H  0.328  10.066  17.763
H  3.757  -1.002  19.219
H  4.245  9.969  17.778
H  2.549  3.602  14.847
Na  -2.159  8.929  14.632
H  2.153  9.437  16.694
H  -1.676  12.978  16.805
O  3.519  2.632  13.302
H  0.026  5.377  14.170
H  -2.355  11.621  15.827
Na  0.706  10.158  13.896
H  4.641  4.300  13.710
C  4.752  3.203  13.707
H  4.426  3.107  15.836
Na  -1.372  7.366  10.928
H  3.258  9.794  15.501
C  -2.144  11.996  16.855
N  5.514  1.390  15.215
H  5.988  12.552  15.955
H  6.102  3.367  15.299
H  -3.114  12.129  17.328
H  3.067  11.072  18.333
C  2.387  3.281  13.811
H  1.256  12.353  17.448
C  2.747  10.284  16.337
O  -1.384  11.082  17.590
H  6.828  0.103  16.153
H  5.382  -0.645  19.832
H  5.498  2.883  12.982
H  -0.347  10.053  16.146
H  6.545  1.116  18.476
C  0.189  7.177  14.384
C  3.626  10.817  17.429
H  4.225  0.669  19.682
H  4.794  11.601  15.070
H  0.243  12.565  16.035
O  4.351  11.946  17.075
H  5.859  10.801  16.201
O  -0.398  7.271  13.222
C  5.188  2.799  15.102
N  1.877  11.331  15.716
C  0.780  11.819  16.622
H  4.669  0.841  15.332
H  5.119  1.999  17.860
H  2.201  4.218  13.250
H  2.488  12.143  15.647
H  7.250  1.744  16.347
H  1.539  2.610  13.716
C  -0.159  10.708  17.029
C  5.740  1.101  17.724
C  5.291  11.727  16.047
C  6.380  1.081  16.354

Properties
Calculated total energy = -44531.4982 eV
Frontier orbital gap = 3.46 eV
Molar mass = 396.4 g mol⁻¹
Total charge = +2
Highest occupied orbital energy = -11.6 eV

=====

The ion C4H13N2 with charge +1 at a distorted geometry, computed with wB97M-V/def2-TZVPD.

Element x y z (Å)
C  0.510  -0.437  -1.302
H  1.667  -2.183  -1.742
H  -0.093  -0.529  -2.203
C  -0.543  0.004  -0.249
H  -1.361  -0.719  -0.232
C  1.021  -1.865  -0.929
N  -0.576  1.079  2.034
H  1.268  0.344  -1.374
H  0.091  1.869  -0.672
H  0.125  -2.471  -0.850
H  -1.396  0.885  2.593
H  1.020  0.337  1.001
N  -0.841  1.480  -0.582
H  -1.207  1.915  0.284
C  -0.022  0.048  1.212
H  -1.573  1.555  -1.267
H  0.094  1.433  2.707
H  1.650  -1.792  -0.047
H  0.166  -0.954  1.617

Properties
Calculated total energy = -7332.2218 eV
ΔE to the lowest compared entry with this formula, charge and spin = 29.2 kcal/mol
Frontier orbital gap = 11.16 eV
Molar mass = 89.2 g mol⁻¹
Total charge = +1
Highest occupied orbital energy = -14.4 eV
SMILES = CC[C@H]([NH3+])CN

=====

A structure of composition C4H9AsF3NOP at a distorted geometry, computed with wB97M-V/def2-TZVPD.

Element x y z (Å)
C  1.507  -0.579  -0.862
As  -0.120  0.456  -0.148
F  -1.872  1.587  1.911
H  1.637  -0.257  -1.898
C  3.693  0.212  0.413
P  -0.934  -1.438  1.078
H  0.711  0.872  1.121
H  -1.862  -0.742  -1.494
F  -1.711  2.844  0.152
C  2.695  -0.223  -0.104
N  -1.170  -0.029  -1.711
H  1.363  -1.661  -0.872
H  4.527  0.565  0.968
H  -1.256  -0.970  2.385
F  -2.963  1.074  0.113
H  -2.216  -1.819  0.569
C  -1.757  1.548  0.554
H  0.394  1.746  -0.869
H  -0.567  -0.473  -2.397
O  0.015  -2.602  1.201

Properties
Calculated total energy = -86108.5361 eV
Frontier orbital gap = 8.01 eV
Molar mass = 250.0 g mol⁻¹
Total charge = -1
Highest occupied orbital energy = -4.2 eV

=====

A cluster of 4 separate species, CH9NO3 in total, computed with wB97M-V/def2-TZVPD.

Element x y z (Å)
O  -0.891  -2.532  0.786
H  1.306  0.209  -0.025
H  -0.324  1.441  1.684
O  1.217  0.073  -0.971
H  -0.425  -2.813  -0.019
H  -0.137  3.832  0.045
C  -0.129  3.250  0.961
H  -0.362  -2.759  1.551
H  0.172  -1.761  -1.557
H  -0.024  3.771  1.919
H  -0.738  -2.721  -2.240
N  -0.297  2.009  0.847
H  0.533  0.707  -1.221
O  0.098  -2.707  -1.760

Properties
Calculated total energy = -8814.8871 eV
ΔE to the lowest compared entry with this formula, charge and spin = 16.6 kcal/mol
Frontier orbital gap = 11.29 eV
Molar mass = 83.1 g mol⁻¹
Total charge = 0
Highest occupied orbital energy = -10.5 eV
SMILES = C=N.O.O.O

=====

A cluster of 8 separate species, C32H88N8O8 in total at a distorted geometry, computed with wB97M-V/def2-TZVPD.

Element x y z (Å)
H  -0.457  -11.030  21.709
H  2.320  -8.608  22.090
O  3.557  -10.219  21.846
H  6.068  -13.660  15.480
H  -3.148  -14.836  19.027
H  -3.238  -17.213  18.333
C  1.599  -13.887  11.695
C  0.604  -11.966  16.431
H  4.083  -9.362  9.629
C  3.169  -10.047  12.134
C  0.759  -12.476  18.912
C  -3.062  -14.495  16.249
H  2.662  -7.315  19.355
C  2.326  -11.931  10.667
H  2.238  -6.751  16.688
H  4.254  -13.122  14.484
O  2.614  -16.300  16.118
H  -0.891  -10.809  23.379
N  -2.140  -13.027  21.149
H  6.156  -15.195  15.166
H  -3.818  -12.642  25.756
H  3.043  -9.910  18.038
H  1.091  -7.627  19.733
C  4.385  -14.631  16.035
C  3.988  -16.056  16.322
N  0.209  -8.204  16.404
H  -3.492  -9.871  16.898
H  1.066  -11.019  13.898
H  -3.105  -14.267  25.909
H  2.688  -13.870  14.846
H  -6.080  -7.374  15.717
H  -2.070  -14.006  20.907
C  -3.233  -10.277  13.689
H  3.764  -8.220  21.200
H  -0.716  -13.352  22.632
H  1.676  -11.787  16.230
H  0.233  -13.434  18.864
H  0.296  -12.516  13.966
H  4.249  -16.323  17.353
C  3.324  -10.804  10.806
O  -3.011  -9.720  14.948
O  3.064  -6.634  14.758
N  5.867  -14.562  15.912
H  -1.492  -15.819  16.868
H  1.288  -11.561  10.618
N  -2.262  -14.815  18.522
H  2.979  -10.655  13.016
H  -2.585  -15.293  13.092
H  -1.745  -12.555  20.342
H  4.829  -9.295  23.229
H  1.520  -14.447  12.627
H  4.784  -5.652  14.392
H  4.536  -10.993  23.451
H  1.455  -9.908  20.171
C  0.185  -11.574  17.828
H  1.808  -12.707  18.689
H  -2.955  -14.037  23.435
N  -1.310  -11.713  17.937
C  1.130  -7.931  15.288
H  -2.978  -11.350  13.660
H  1.832  -8.773  15.174
C  3.765  -14.053  14.761
C  3.025  -9.023  21.349
H  -3.304  -17.447  16.590
H  -0.126  -8.657  13.645
C  -2.636  -12.986  23.520
H  -4.137  -11.182  15.919
H  -7.101  -9.532  16.780
H  3.830  -14.778  13.943
H  4.639  -6.182  16.043
H  4.161  -13.942  16.854
H  0.598  -13.593  11.355
N  1.941  -8.025  19.352
C  0.096  -11.456  14.188
C  0.334  -7.743  14.016
H  -4.023  -14.092  16.585
H  0.997  -7.372  13.222
H  0.797  -16.134  17.045
H  1.984  -14.614  10.964
H  0.342  -10.521  18.064
H  2.463  -12.541  9.767
C  3.336  -9.963  19.088
N  3.212  -9.878  9.675
C  1.804  -15.736  17.123
C  4.063  -5.770  15.207
H  -4.458  -16.418  17.421
H  1.778  -14.643  17.044
H  -2.552  -9.807  12.978
H  -1.536  -12.692  17.766
H  0.748  -8.273  17.267
H  0.479  -13.051  16.272
O  -2.006  -12.880  24.791
H  -2.422  -13.614  16.100
C  2.324  -9.270  20.017
C  -1.251  -11.230  22.434
H  -3.488  -12.307  23.424
H  4.304  -11.282  10.881
O  -3.292  -15.106  14.994
C  -5.176  -7.926  15.460
H  -1.693  -15.430  19.101
N  -6.114  -9.646  16.959
O  2.431  -12.768  11.816
H  3.691  -4.762  15.423
H  4.285  -9.421  19.123
H  -0.400  -6.942  14.123
C  -5.280  -9.410  15.766
C  -1.582  -12.706  22.464
H  -5.831  -9.927  14.964
O  -0.181  -11.238  15.525
C  1.963  -6.721  15.624
H  -4.364  -7.499  16.052
H  2.253  -15.972  18.098
H  2.418  -9.252  12.080
H  -2.221  -13.733  13.885
H  -1.338  -15.245  14.316
C  -2.308  -14.815  14.030
H  3.237  -9.856  23.852
C  -3.939  -10.096  15.926
H  -4.254  -10.187  13.307
H  -4.988  -7.760  14.399
H  3.467  -10.996  19.401
H  4.093  -9.501  12.358
H  4.505  -16.706  15.612
H  1.341  -5.813  15.535
H  -0.618  -11.018  13.500
C  -3.401  -16.702  17.379
H  -5.992  -10.587  17.315
H  -0.126  -9.154  16.268
H  0.704  -12.087  19.924
C  -2.475  -15.498  17.218
C  4.051  -10.063  23.149
H  -1.627  -11.199  17.117
C  -2.873  -13.197  25.843
H  2.474  -9.207  9.846
H  -2.124  -10.614  22.211
H  -2.415  -12.880  26.780

Properties
Calculated total energy = -62907.5925 eV
ΔE to the lowest compared entry with this formula, charge and spin = 27.1 kcal/mol
Frontier orbital gap = 9.33 eV
Molar mass = 713.1 g mol⁻¹
Total charge = 0
Highest occupied orbital energy = -8.7 eV
SMILES = COC[C@H](C)N.COC[C@H](C)N.COC[C@H](C)N.COC[C@H](C)N.COC[C@H](C)N.COC[C@H](C)N.COC[C@H](C)N.COC[C@H](C)N

=====

A cluster of 2 separate species, C3H10N2 in total at a distorted geometry, computed with wB97M-V/def2-TZVPD.

Element x y z (Å)
C  -0.280  -0.017  -2.518
C  0.572  -0.046  2.635
N  -1.170  -0.952  -2.037
H  0.554  -0.353  0.487
H  0.630  -0.496  -2.873
H  0.211  1.291  0.952
N  -0.313  1.233  -2.321
H  1.330  -0.748  2.975
C  0.810  0.413  1.214
H  -1.365  -1.820  -2.511
H  1.854  0.657  1.017
H  -1.845  -0.770  -1.307
H  0.595  0.732  3.400
H  -1.197  1.433  -1.844
H  -0.386  -0.556  2.730

Properties
Calculated total energy = -6252.8478 eV
ΔE to the lowest compared entry with this formula, charge and spin = 13.4 kcal/mol
Frontier orbital gap = 10.46 eV
Molar mass = 74.1 g mol⁻¹
Total charge = 0
Highest occupied orbital energy = -9.5 eV
SMILES = [H]/N=C\N.CC